C2H4N4 as an isolated structure in a non-equilibrium geometry, computed with wB97M-V/def2-TZVPD.

Properties
gap between HOMO and LUMO	10.47	eV
electronic energy	-8093.6755	eV
HOMO	-9.53	eV
charge	0
ΔE to the lowest compared entry with this formula, charge and spin	130.0	kcal/mol
E_LUMO	0.035	hartree

Geometry as XYZ:
```
10
C2H4N4 wB97M-V/def2-TZVPD
C -1.16 0.90 0.15
C 0.97 0.05 0.09
N -1.66 -0.22 0.44
N -0.22 0.48 -0.82
N -0.78 -0.83 -0.45
N 0.51 -1.30 0.08
H -1.31 1.96 0.43
H 1.85 0.30 -0.35
H 0.83 0.46 1.09
H 0.96 -1.80 -0.67
```